No. 1
This record from OMol25 describes 5 unconnected molecules or ions with the total composition C5H17NO6 in a non-equilibrium geometry. The level of theory is wB97M-V/def2-TZVPD.

Geometry as XYZ:
```
29
Properties=species:S:1:pos:R:3:forces:R:3
C 1.869 1.595 1.492 -1.32 1.29 -0.34
N 1.556 1.024 0.186 2.49 -0.26 0.56
C 1.087 1.697 -0.858 -1.09 -1.69 -0.90
O 0.792 1.033 -1.877 0.67 1.15 -0.12
C 1.125 0.681 2.474 -1.50 0.98 -0.17
C -0.450 0.856 2.306 2.71 -1.55 1.13
C -0.956 -0.120 1.320 3.07 0.91 0.41
O -2.170 -0.240 1.302 -5.56 -1.37 -0.95
H 2.913 1.675 1.823 0.24 -0.22 -0.88
H 1.498 2.698 1.329 0.39 -1.88 1.22
H 1.808 -0.013 0.080 -1.14 1.85 -0.25
H 0.762 2.785 -0.818 0.78 -1.07 0.55
H 1.295 0.960 3.492 0.75 0.25 0.78
H 1.463 -0.392 2.357 -0.51 1.14 -0.12
H -0.723 1.900 2.248 0.14 1.06 -1.12
H -0.879 0.728 3.321 -0.21 -0.88 0.00
H -0.306 -0.771 0.727 0.40 0.26 0.37
H -1.095 -1.698 -2.045 -1.79 -1.88 -2.23
H -2.119 -1.398 -3.077 -0.94 1.19 -0.82
O -1.644 -2.164 -2.812 2.25 0.70 1.90
H -0.646 0.319 -3.093 -0.19 0.22 -0.76
H -1.389 0.856 -2.049 -0.66 0.44 0.62
O -1.552 0.649 -2.973 0.35 -0.43 -0.09
H -1.863 -3.265 -1.056 1.45 1.05 0.83
H -1.876 -2.233 0.085 0.83 0.10 -0.02
O -1.231 -2.752 -0.462 -2.25 -1.09 0.41
H 1.235 -0.878 -1.635 -0.49 -1.64 1.98
H 0.324 -1.953 -0.912 -1.89 -0.97 0.24
O 1.174 -1.577 -0.874 3.04 2.35 -2.20
```
Positions in Å, forces in eV/Å.

Results
- Kohn-Sham gap (alpha / beta) (eV) = 3.229 / 7.072
- 2S+1 = 2
- energy relative to the best compared isomer or geometry (same formula, charge and spin) (kcal per mole) = 0.0
- charge = -1
- LUMO energy (alpha / beta) (hartree) = 0.12632 / 0.12327
- expectation value of S² = 0.7532



No. 2
This record from OMol25 describes a gas-phase ion, C5H18BNO2P (charge -1). The level of theory is wB97M-V/def2-TZVPD.

Geometry as XYZ:
```
28
Properties=species:S:1:pos:R:3:forces:R:3
C 2.097 -2.038 -0.051 -0.03 -0.06 0.01
C 0.613 -1.803 -0.373 0.16 -0.11 0.00
P -0.211 -0.293 0.520 0.02 0.02 -0.02
C 0.350 0.944 -0.874 -0.04 -0.02 -0.14
N 1.775 1.272 -0.849 0.01 0.01 0.07
C 2.167 2.152 0.249 -0.01 0.05 0.00
C -1.919 -0.582 -0.411 0.00 0.24 -0.07
B -3.111 -0.074 0.439 -0.03 0.02 -0.10
O -4.173 0.657 -0.140 0.03 0.30 0.67
O -3.246 -0.345 1.797 -0.58 -0.03 -0.09
H 2.691 -2.227 -0.951 0.00 0.02 0.02
H 2.239 -2.900 0.608 0.00 0.04 0.03
H 2.530 -1.169 0.450 0.00 0.00 -0.05
H 0.482 -1.720 -1.456 -0.07 0.08 0.04
H 0.031 -2.674 -0.049 -0.06 0.06 -0.05
H 1.029 -0.032 1.272 -0.01 0.01 -0.07
H -0.843 0.885 1.254 -0.01 -0.02 0.05
H -0.681 -1.172 1.596 -0.02 0.04 0.01
H -0.285 1.851 -0.803 0.00 -0.03 0.08
H 0.136 0.478 -1.840 0.06 -0.01 0.01
H 2.051 1.685 -1.728 0.01 0.00 -0.02
H 2.616 3.082 -0.122 -0.02 -0.01 0.01
H 1.296 2.417 0.856 0.03 0.01 0.00
H 2.893 1.678 0.916 -0.03 -0.02 0.00
H -1.933 -0.088 -1.391 0.04 -0.13 -0.04
H -2.040 -1.656 -0.598 0.14 -0.01 0.13
H -3.845 1.410 -0.633 0.06 -0.25 -0.47
H -2.706 0.262 2.313 0.34 -0.20 0.00
```
Positions in Å, forces in eV/Å.

Results
- Kohn-Sham gap (eV) = 6.623
- charge = -1
- LUMO energy (hartree) = 0.12495